Entry 1:
{"formula": "C3H6FO2Sm", "method": "the ωB97M-V functional and the def2-TZVPD basis", "homo_lumo_gap_ha": [0.193, 0.305], "lumo_energy_ev": [0.03, -0.10], "largest_force_ev_per_a": 5.1, "molar_mass_g_mol": 243.44, "e_homo_ev": [-5.221, -8.390], "multiplicity": 8, "elements": ["O", "C", "C", "O", "C", "Sm", "H", "H", "H", "H", "H", "H", "F"], "coordinates": [[-1.100589, -2.098177, 1.385192], [-0.928305, -1.555861, 0.237264], [-0.698188, -0.192277, 0.077098], [-0.925821, 0.517027, 1.268127], [-0.496489, 1.873707, 1.268165], [-1.358198, -0.970875, 3.261851], [-0.786231, -2.202684, -0.641382], [-1.167685, 0.468515, -1.736641], [-1.150638, 2.469988, 0.618167], [-0.566026, 2.248030, 2.294528], [0.540096, 1.943544, 0.910474], [0.203052, 0.115028, -0.485463], [-1.356526, 0.863818, -2.810636]], "forces_ev_per_a": [[-0.9, -0.5, -0.7], [1.7, 0.8, -0.7], [0.1, -0.8, -0.7], [0.3, 0.3, 0.6], [-0.1, 0.2, -0.3], [-0.2, 0.4, 1.0], [-0.1, 0.2, 0.2], [-1.0, 1.5, -4.1], [0.2, -0.1, 0.1], [0.0, -0.1, -0.2], [-0.2, 0.0, 0.1], [-0.6, -0.1, 0.0], [0.9, -1.7, 4.7]]}

***

Entry 2:
{"formula": "C3H6FO5S2", "method": "the ωB97M-V functional and the def2-TZVPD basis", "homo_lumo_gap_ha": 0.291, "charge": -1, "lumo_energy_ev": 3.25, "largest_force_ev_per_a": 2.3, "de_lowest_kcal_mol": 67.8, "molar_mass_g_mol": 205.21, "e_homo_ev": -4.662, "elements": ["C", "C", "C", "O", "O", "O", "O", "O", "F", "S", "S", "H", "H", "H", "H", "H", "H"], "coordinates": [[-1.999367, -0.306822, -1.459466], [-0.468306, 0.330646, 1.523129], [1.959198, 0.689231, -0.504650], [2.071922, -1.150125, 1.484258], [0.018882, 2.367482, 0.012969], [-1.104547, 0.753883, -1.170788], [2.782867, -1.847566, -0.737722], [0.446848, -1.190037, -0.369607], [2.563723, 1.506395, 0.456201], [0.164624, 0.928529, -0.103227], [1.894150, -1.010553, 0.042367], [-2.529218, -0.054287, -2.376250], [-1.432917, -1.238349, -1.568139], [-2.713011, -0.431116, -0.633317], [-0.864791, 1.192808, 2.042631], [-1.198336, -0.446587, 1.353801], [0.408282, -0.093528, 2.007816]], "forces_ev_per_a": [[0.8, -1.0, 0.8], [0.3, 0.1, -0.8], [-1.3, 0.0, 0.6], [0.1, 0.2, -0.2], [0.4, 0.4, 0.1], [0.8, 0.4, -0.1], [-0.1, 0.2, 0.1], [0.3, -0.5, -0.1], [0.2, -0.2, -0.5], [-1.8, 1.3, 0.6], [0.6, -1.2, -0.4], [0.1, 0.1, 0.0], [-0.3, 0.1, -0.2], [0.0, 0.1, -0.2], [-0.1, 0.2, -0.1], [-0.2, -0.2, 0.0], [-0.1, 0.0, 0.1]]}

***

Entry 3:
{"formula": "C3H6FOP", "method": "the ωB97M-V functional and the def2-TZVPD basis", "homo_lumo_gap_ha": 0.372, "lumo_energy_ev": 0.68, "largest_force_ev_per_a": 3.5, "de_lowest_kcal_mol": 16.4, "molar_mass_g_mol": 108.05, "e_homo_ev": -9.449, "smiles": "C=C[C@@H](F)PO", "elements": ["C", "C", "C", "F", "P", "O", "H", "H", "H", "H", "H", "H"], "coordinates": [[-2.090056, -0.349478, -0.389367], [-0.937403, 0.128193, 0.029544], [0.311975, -0.630826, 0.142639], [0.340560, -1.825332, -0.615733], [1.835782, 0.369452, -0.533062], [2.915089, -0.157289, 0.614209], [-3.028055, 0.114397, -0.383786], [-1.914831, -1.344104, -0.767019], [-0.789503, 1.149870, 0.361773], [0.559823, -0.892458, 1.117743], [1.438286, 1.622446, 0.204428], [3.771737, -0.011051, 0.172455]], "forces_ev_per_a": [[1.9, -1.3, -0.3], [-0.3, 1.2, 0.5], [1.7, 0.5, -3.1], [-0.4, 0.3, 0.4], [-1.6, 0.7, 1.5], [0.8, 0.2, -0.8], [-1.0, 0.7, -0.2], [-1.0, -0.5, -0.2], [-0.4, 0.1, 0.3], [0.4, -0.4, 1.9], [0.2, -1.1, -0.8], [-0.1, -0.4, 0.7]]}

***

Entry 4:
{"formula": "C3H6HoO3", "method": "the ωB97M-V functional and the def2-TZVPD basis", "homo_lumo_gap_ha": [0.214, 0.188], "lumo_energy_ev": [-1.31, -2.01], "largest_force_ev_per_a": 3.3, "molar_mass_g_mol": 255.01, "e_homo_ev": [-7.146, -7.135], "multiplicity": 6, "elements": ["O", "C", "C", "O", "C", "Ho", "H", "H", "H", "H", "H", "O", "H"], "coordinates": [[1.687617, 2.700580, 0.284584], [0.375232, 2.527363, 0.125288], [-0.130479, 1.337318, -0.262567], [0.704183, 0.234579, -0.124405], [-0.232018, -1.328913, 0.105215], [2.927744, 1.032501, -0.190460], [-0.297492, 3.382885, 0.274740], [-1.178044, 1.183969, -0.547143], [0.639739, -1.986528, -0.012774], [-0.670719, -1.063839, 1.078368], [-0.854450, -1.272343, -0.801526], [-1.441553, -3.187949, 0.475857], [-1.529764, -3.559625, -0.405177]], "forces_ev_per_a": [[2.1, -1.3, 0.2], [-1.8, -0.2, -1.0], [0.3, 0.4, 1.1], [1.7, 0.9, -1.0], [-1.3, -2.0, -0.2], [-3.2, 0.8, 0.6], [0.5, -0.2, -0.3], [0.5, -0.1, 0.3], [-0.6, 0.5, 0.5], [0.5, -0.3, -0.8], [0.4, 0.3, 0.8], [1.0, 1.4, -0.1], [0.0, -0.1, -0.2]]}

***

Entry 5:
{"formula": "C3H6I2O", "method": "the ωB97M-V functional and the def2-TZVPD basis", "homo_lumo_gap_ha": 0.347, "lumo_energy_ev": -0.01, "largest_force_ev_per_a": 4.3, "de_lowest_kcal_mol": 17.4, "molar_mass_g_mol": 311.89, "e_homo_ev": -9.468, "smiles": "C[C@@](O)(I)CI", "elements": ["C", "C", "O", "I", "C", "I", "H", "H", "H", "H", "H", "H"], "coordinates": [[0.176975, -0.930412, 0.949368], [-0.401167, -0.067112, -0.183471], [-0.508848, -0.672670, -1.367870], [-2.478426, 0.612244, 0.463270], [0.351522, 1.235894, -0.421148], [2.332111, 0.879645, -1.209508], [-0.369420, -1.741129, 1.213868], [0.037761, -0.334865, 1.794872], [1.256427, -1.210031, 0.871186], [-0.745621, -1.708073, -1.347161], [-0.243232, 1.884338, -1.116541], [0.591918, 2.052172, 0.353135]], "forces_ev_per_a": [[1.7, 2.1, -1.1], [0.7, -0.2, 1.6], [-0.9, -3.8, -1.8], [0.4, -0.1, 0.1], [-0.1, 2.8, -0.1], [-0.3, 0.0, -0.1], [-1.9, -2.8, 0.0], [0.3, 1.2, 1.6], [-0.9, 0.4, -0.4], [0.8, 3.7, 0.5], [0.8, -1.0, -0.1], [-0.7, -2.2, -0.2]]}

***

Entry 6:
{"formula": "C3H6IN2", "method": "the ωB97M-V functional and the def2-TZVPD basis", "homo_lumo_gap_ha": 0.345, "charge": 1, "lumo_energy_ev": -4.64, "largest_force_ev_per_a": 4.7, "de_lowest_kcal_mol": 86.8, "molar_mass_g_mol": 197.00, "e_homo_ev": -14.021, "elements": ["C", "C", "C", "N", "N", "I", "H", "H", "H", "H", "H", "H"], "coordinates": [[0.292532, -0.582564, 1.211238], [1.229326, 0.612126, -0.398226], [-0.847733, -0.449683, 0.242374], [1.382973, -0.105910, 0.771290], [-0.276778, 0.465165, -0.837845], [-2.688524, 0.211674, 1.170033], [0.298915, -1.346311, 1.882759], [1.316481, 1.746843, -0.316738], [1.722218, 0.062331, -1.245645], [-1.298876, -2.011391, -0.006434], [-0.851191, 1.401813, -0.723871], [-0.279342, -0.004093, -1.748935]], "forces_ev_per_a": [[0.6, 0.8, -3.7], [-0.6, 1.3, -2.0], [-1.9, -3.6, 0.7], [0.0, 0.1, 1.6], [-1.9, 0.4, 1.7], [0.6, 0.1, -0.5], [-0.3, -1.5, 2.6], [0.9, -1.7, -0.2], [0.4, 1.2, 0.9], [1.6, 4.4, -0.1], [1.4, -2.3, -1.1], [-0.7, 0.7, 0.0]]}

***

Entry 7:
{"formula": "C3H6IN2S", "method": "the ωB97M-V functional and the def2-TZVPD basis", "homo_lumo_gap_ha": [0.282, 0.260], "charge": 1, "lumo_energy_ev": [-3.88, -6.36], "largest_force_ev_per_a": 5.0, "de_lowest_kcal_mol": 37.9, "molar_mass_g_mol": 229.07, "e_homo_ev": [-11.541, -13.430], "multiplicity": 3, "elements": ["C", "C", "C", "N", "N", "S", "I", "H", "H", "H", "H", "H", "H"], "coordinates": [[-0.640122, 1.527333, 0.253681], [0.641428, 1.233066, 0.566147], [0.274674, -0.990981, -0.627520], [-1.312728, 0.781270, -0.675605], [1.210961, -0.058787, 0.124762], [-0.743264, -2.076281, 0.227682], [-3.103881, 0.180779, -0.026277], [-1.053429, 2.424724, 0.713323], [1.198157, 1.753084, 1.356550], [0.578423, -1.272033, -1.658423], [1.922627, 0.017123, -0.516090], [1.562163, -0.454222, 0.907352], [-0.535005, -3.065078, -0.645581]], "forces_ev_per_a": [[0.8, 0.4, -0.4], [-0.7, 0.2, 0.4], [1.2, -1.0, -0.3], [-0.6, 0.3, 0.8], [-4.3, 0.7, -2.5], [0.6, -0.1, 0.2], [-0.7, 0.9, -0.3], [-0.3, -0.2, 0.1], [-0.1, -0.3, -0.6], [0.0, 0.7, 1.1], [2.6, 0.9, -1.8], [1.5, -2.2, 3.3], [0.0, -0.3, 0.0]]}

***

Entry 8:
{"formula": "C3H6INO", "method": "the ωB97M-V functional and the def2-TZVPD basis", "homo_lumo_gap_ha": 0.320, "lumo_energy_ev": -0.21, "largest_force_ev_per_a": 3.8, "de_lowest_kcal_mol": 69.2, "molar_mass_g_mol": 198.99, "e_homo_ev": -8.932, "smiles": "CC(C)=NOI", "elements": ["C", "C", "C", "N", "O", "I", "H", "H", "H", "H", "H", "H"], "coordinates": [[0.955961, 1.185634, -0.444425], [-0.086396, 0.101830, -0.088878], [0.685970, -1.138886, 0.417590], [-1.322577, 0.405620, -0.277148], [-2.320490, -0.744774, 0.162080], [-4.112078, -0.022935, 0.097290], [1.869972, 0.832086, -0.074451], [1.108228, 1.497690, -1.461384], [0.622754, 2.178300, 0.073562], [0.641410, -1.286608, 1.497285], [1.709060, -1.046046, 0.133498], [0.248184, -1.961912, -0.035019]], "forces_ev_per_a": [[-2.6, 2.4, 1.2], [0.4, 0.3, -0.3], [-1.5, 1.5, 0.6], [0.0, -1.9, 0.9], [2.9, 1.2, -0.5], [-0.6, 0.3, 0.0], [1.3, 0.1, 0.6], [-0.4, -0.4, -0.7], [0.8, -1.8, -0.7], [-0.2, 0.2, 0.0], [0.6, -0.1, -0.2], [-0.7, -1.9, -0.8]]}

***

Number 1: DFT total energy -27921.0650 eV. Number 2: DFT total energy -37831.0137 eV. Number 3: DFT total energy -17260.6727 eV. Number 4: DFT total energy -35141.7844 eV. Number 5: DFT total energy -21456.1982 eV. Number 6: DFT total energy -14278.3474 eV. Number 7: DFT total energy -25111.8580 eV. Number 8: DFT total energy -14843.0361 eV.